{"formula": "C2HNOS", "method": "ωB97M-V/def2-TZVPD", "e_above_lowest_kcal_mol": 19.5, "total_energy_ev": -16461.68630, "e_lumo_ev": -0.2, "molar_mass_g_mol": 87.103, "gap_ev": 9.5977, "homo_energy_ha": -0.35856, "elements": ["C", "C", "N", "O", "S", "H"], "positions_angstrom": [[0.564, -0.733, -0.047], [-1.098, 1.104, -0.233], [1.695, -0.233, 0.004], [-2.248, 1.021, -0.190], [-0.623, -1.779, -0.146], [1.710, 0.620, 0.612]]}